[1]
{"formula": "C8H32N15O11", "method": "ωB97M-V/def2-TZVPD", "max_force_ev_per_a": 13.1, "de_lowest_kcal_mol": 1058.13, "total_energy_ev": -53644.3896, "total_charge": -1, "elements": ["N", "O", "O", "O", "C", "O", "H", "H", "H", "H", "C", "O", "N", "N", "H", "H", "H", "H", "C", "O", "N", "N", "H", "H", "H", "H", "C", "O", "N", "N", "H", "H", "H", "H", "C", "O", "N", "N", "H", "H", "H", "H", "C", "O", "N", "N", "H", "H", "H", "H", "C", "O", "N", "N", "H", "H", "H", "H", "C", "O", "N", "N", "H", "H", "H", "H"], "coordinates": [[-0.13980, -0.16219, 0.27140], [-0.24381, -0.72685, -0.88232], [0.31075, 0.97153, 0.29125], [-0.59867, -0.74021, 1.23992], [0.24502, 0.92644, 3.29386], [0.03201, 1.56711, 2.06645], [1.29696, 1.06822, 3.54169], [-0.38153, 1.43961, 4.02338], [0.07195, -0.14383, 3.18135], [0.12326, 0.95673, 1.33111], [1.30323, -2.23390, 2.30310], [1.94577, -2.82307, 3.09810], [1.43978, -0.98001, 2.13398], [0.30577, -2.61142, 1.54502], [1.13799, -0.43246, 1.34075], [2.10646, -0.48023, 2.70482], [-0.12737, -3.51012, 1.38746], [-0.18988, -1.81550, 1.16958], [0.18392, -3.30457, -1.76712], [0.32124, -4.36361, -2.35246], [-0.82551, -2.51181, -2.03401], [1.12597, -2.90531, -0.94178], [-1.47939, -2.62803, -2.79495], [-0.80368, -1.71429, -1.41467], [1.32423, -1.93866, -0.72641], [1.83540, -3.56510, -0.65633], [1.03837, 1.56795, -2.40397], [1.55278, 2.26367, -3.21341], [0.51805, 0.37685, -2.62169], [0.79838, 1.94313, -1.17190], [0.19062, -0.20246, -1.86190], [0.49664, 0.06546, -3.58226], [0.22973, 1.33729, -0.59770], [1.11532, 2.83953, -0.83114], [-3.17651, -0.90627, 0.67891], [-4.27779, -1.31995, 0.37617], [-2.13815, -1.37594, -0.02903], [-2.77445, -0.11220, 1.72730], [-2.54051, -2.02939, -0.68569], [-1.16344, -1.48217, 0.21336], [-3.37476, -0.07473, 2.53866], [-1.90081, 0.38833, 1.80681], [2.78044, -0.65039, -0.28277], [3.89135, -1.23247, -0.33426], [2.01725, -0.53594, -1.30955], [2.23076, 0.01313, 0.70553], [2.33553, -0.99895, -2.14885], [1.33629, 0.20994, -1.30342], [2.70497, -0.00504, 1.59710], [1.32312, 0.45401, 0.66173], [-2.50526, 0.44679, -2.09371], [-3.08685, 1.03162, -2.97305], [-1.87176, -0.67020, -2.28283], [-2.58133, 0.72148, -0.77066], [-1.48632, -1.06570, -1.43718], [-1.75053, -1.18393, -3.14393], [-3.19932, 1.48745, -0.54378], [-2.07052, 0.07904, -0.18206], [1.03167, 3.69455, 0.18298], [2.01308, 3.26345, -0.45296], [0.10206, 2.97571, 0.79291], [0.90031, 4.95876, 0.47941], [-0.65004, 3.46713, 1.25437], [0.06053, 1.97141, 0.69411], [0.17874, 5.21166, 1.13933], [1.38221, 5.73898, 0.05616]], "forces_ev_per_a": [[-2.6, -4.4, -4.3], [3.9, 2.6, 8.8], [-3.0, -12.4, 1.8], [-1.6, 7.1, 3.0], [-0.6, 0.7, 0.8], [-1.8, -1.6, 12.8], [0.0, 0.0, 0.6], [0.0, -0.3, 0.4], [-0.5, 0.4, 1.1], [-0.8, 0.6, 6.9], [-1.4, -1.2, 0.3], [2.7, -3.4, 3.1], [0.1, 1.1, 6.1], [-1.6, -5.3, -1.1], [0.2, -3.7, 3.9], [-0.6, -1.3, 0.8], [0.9, -0.2, 0.6], [1.2, -4.0, 0.6], [1.3, -3.0, -2.3], [-0.2, -2.1, -0.7], [0.0, -2.0, -0.1], [1.6, 0.1, 1.7], [0.7, -1.2, 0.6], [1.8, -5.5, -2.0], [-0.5, -1.1, -0.3], [-0.3, -0.1, -0.4], [-1.8, 1.4, -0.4], [2.5, 2.1, -3.5], [-1.4, 0.2, -7.1], [-2.8, -1.7, -9.9], [0.0, 1.4, -3.4], [0.0, 0.1, 0.1], [-1.3, 4.2, -9.6], [-1.8, -3.1, -5.1], [-0.4, -2.2, 2.2], [-0.8, 0.9, 1.0], [-3.1, -6.7, 0.3], [-2.3, 0.6, 1.5], [0.0, -0.1, 0.2], [-3.9, -2.5, 0.0], [-0.2, 0.2, -0.4], [-0.7, -0.2, 0.1], [5.3, -0.3, -0.4], [-1.4, 0.3, 1.2], [1.0, -0.4, -1.9], [7.7, 4.2, -1.9], [-0.2, 0.6, -0.1], [3.0, -0.7, 0.1], [1.0, 0.8, -2.1], [5.7, 1.3, -1.0], [-1.8, 0.6, -0.7], [-0.9, 1.6, -1.0], [-1.4, -0.1, -2.8], [-0.1, 4.4, -1.0], [-4.9, 3.3, -2.8], [-0.5, 1.8, -0.1], [0.5, -0.1, 0.3], [-0.8, 2.2, -1.0], [0.5, 2.5, 4.9], [7.2, 6.8, 4.0], [-0.3, 6.2, -3.1], [-0.3, 4.6, 0.8], [0.3, -0.3, -0.1], [-1.6, 6.9, -0.2], [0.2, 0.2, -0.3], [0.2, -0.7, -0.1]]}

---

[2]
{"formula": "C8H18BNO3", "method": "ωB97M-V/def2-TZVPD", "max_force_ev_per_a": 1.0, "de_lowest_kcal_mol": 0.00, "smiles": "CCCN[C@H]1CO[C@H](B(O)OC)C1", "total_energy_ev": -16898.1966, "total_charge": 0, "elements": ["C", "C", "C", "N", "C", "C", "O", "C", "B", "O", "O", "C", "C", "H", "H", "H", "H", "H", "H", "H", "H", "H", "H", "H", "H", "H", "H", "H", "H", "H", "H"], "coordinates": [[1.13241, -1.34784, -3.59202], [0.03067, -2.07455, -2.82462], [-1.10164, -1.12895, -2.39790], [-1.44795, -1.20433, -0.97085], [-0.35262, -1.01432, -0.01306], [0.69232, 0.07484, -0.31381], [1.00659, 0.65907, 0.92467], [-0.26675, 0.78945, 1.60830], [0.08162, 1.18458, 3.10603], [0.91545, 0.43934, 3.86187], [-0.48574, 2.31671, 3.66240], [0.27100, 3.46376, 3.25657], [-0.91143, -0.56959, 1.36592], [1.41701, -0.41927, -3.10809], [0.79610, -1.08652, -4.58999], [2.03009, -1.95156, -3.68192], [0.44883, -2.61931, -1.98535], [-0.37238, -2.82079, -3.50169], [-0.87376, -0.11783, -2.74140], [-1.99674, -1.42547, -2.93750], [-2.15060, -0.49013, -0.80527], [0.08376, -1.99786, 0.13477], [0.25165, 0.83431, -0.96434], [1.57445, -0.37229, -0.75370], [-0.84925, 1.55456, 1.08945], [1.37126, -0.21129, 3.29013], [0.71706, 3.33673, 2.26672], [1.07797, 3.66238, 3.95566], [-0.40773, 4.30670, 3.19207], [-0.68722, -1.25676, 2.17341], [-1.99443, -0.51378, 1.29355]], "forces_ev_per_a": [[0.0, 0.0, 0.1], [0.1, 0.2, -0.4], [-0.1, -0.5, 0.1], [0.1, 0.5, -0.2], [-0.6, -0.2, 0.5], [-0.4, -0.6, 0.0], [0.1, 0.1, 0.3], [0.7, -0.2, -0.3], [-0.8, 0.4, 0.1], [0.6, -0.6, -0.5], [0.4, 0.0, -0.1], [-0.4, 0.0, -0.1], [-0.4, 0.1, -0.3], [0.1, 0.2, 0.2], [0.0, 0.0, -0.2], [0.1, -0.2, -0.1], [0.0, 0.0, 0.3], [-0.1, -0.3, 0.1], [0.2, 0.2, 0.1], [-0.2, 0.1, 0.0], [0.0, -0.1, 0.1], [0.5, 0.0, -0.2], [0.1, 0.0, -0.3], [0.3, 0.3, -0.1], [-0.1, 0.2, 0.0], [-0.3, 0.3, 0.5], [0.0, -0.1, -0.1], [0.0, 0.1, 0.2], [0.0, 0.2, 0.2], [0.2, -0.3, 0.0], [-0.2, 0.1, 0.2]]}

---

[3]
{"formula": "C33H64O11", "method": "ωB97M-V/def2-TZVPD", "max_force_ev_per_a": 10.7, "de_lowest_kcal_mol": 51.24, "smiles": "O=C1C=CC(=O)C=C1.O=C1C=CC(=O)C=C1.CC(C)O.CC(C)O.CC(C)O.CC(C)O.CC(C)O.CC(C)O.CC(C)O", "total_energy_ev": -57759.4306, "total_charge": 0, "elements": ["C", "C", "C", "O", "H", "H", "H", "H", "H", "H", "H", "H", "C", "C", "C", "O", "H", "H", "H", "H", "H", "H", "H", "H", "C", "C", "C", "O", "H", "H", "H", "H", "H", "H", "H", "H", "C", "C", "C", "O", "H", "H", "H", "H", "H", "H", "H", "H", "C", "C", "C", "O", "H", "H", "H", "H", "H", "H", "H", "H", "C", "C", "C", "O", "H", "H", "H", "H", "H", "H", "H", "H", "C", "C", "C", "O", "H", "H", "H", "H", "H", "H", "H", "H", "C", "C", "C", "O", "C", "C", "C", "O", "H", "H", "H", "H", "C", "C", "C", "O", "C", "C", "C", "O", "H", "H", "H", "H"], "coordinates": [[-1.06333, 0.21879, -0.75888], [0.15967, 0.70179, 0.06112], [0.10967, 2.01879, 0.62812], [0.36867, -0.32221, 1.05312], [-1.40633, 0.94979, -1.57688], [-1.76733, 0.54079, -0.12488], [-1.09633, -0.82121, -1.06288], [0.85067, 0.61479, -0.76888], [1.19967, 2.18079, 1.19412], [-0.64933, 2.18279, 1.44212], [-0.19633, 2.80379, 0.00212], [0.60167, -1.23221, 0.68212], [0.84667, -1.11121, -5.96588], [1.71767, -0.44721, -4.98288], [1.13067, 0.38979, -3.88788], [2.40567, -1.63321, -4.31888], [0.06667, -0.53321, -6.63688], [-0.27433, -1.54321, -5.64288], [1.41467, -1.76921, -6.69888], [2.27467, 0.11979, -5.81788], [1.79667, 0.84579, -3.15788], [0.36767, -0.14121, -3.24188], [0.42467, 1.23679, -4.17288], [3.06767, -1.19921, -4.05588], [-3.58133, -1.83521, -5.64788], [-3.07033, -0.36221, -5.41888], [-3.62033, 0.63979, -6.52088], [-3.63533, -0.12321, -4.28688], [-3.10533, -2.46421, -6.33788], [-4.60733, -1.86621, -5.74488], [-3.38133, -2.43821, -4.89188], [-1.92933, -0.34421, -5.42788], [-3.23233, -0.02921, -7.54488], [-3.09333, 1.71279, -6.33488], [-4.63933, 0.72479, -6.65888], [-3.21833, -0.56521, -3.41888], [-2.91433, 4.39279, 1.31612], [-3.58433, 3.52279, 2.36712], [-2.54933, 3.15879, 3.50212], [-4.64133, 4.16479, 3.07912], [-2.36533, 5.24479, 1.79512], [-3.73633, 4.83979, 0.94712], [-1.99333, 3.84379, 0.58912], [-4.16933, 2.56779, 1.76712], [-2.19733, 3.96179, 4.36412], [-1.54833, 3.10479, 3.15012], [-3.07933, 2.21779, 3.88812], [-5.15733, 4.36279, 2.44312], [2.08067, 1.98679, 5.65512], [0.85567, 1.77679, 4.84112], [0.75467, 0.62079, 3.93112], [-0.25333, 1.66779, 5.72712], [2.05767, 2.92979, 6.27612], [3.01267, 1.79879, 4.91212], [2.07967, 1.38479, 6.51212], [0.78567, 2.74479, 4.24912], [-0.19433, 0.54479, 3.39412], [1.02567, -0.32221, 4.41712], [1.63967, 0.71879, 3.13712], [0.24567, 1.52679, 6.73812], [-1.35833, -3.77621, -0.43588], [-0.80133, -3.64121, -1.84688], [-0.22933, -5.01621, -2.36588], [-1.90233, -3.35221, -2.76088], [-1.92333, -4.64821, 0.03212], [-1.95633, -2.75221, -0.32688], [-0.47833, -3.56121, 0.12312], [-0.02433, -2.89721, -2.06788], [-0.85433, -5.77421, -2.07188], [0.96067, -5.05821, -1.88888], [0.10267, -4.92121, -3.28588], [-2.46233, -4.08221, -2.64688], [-2.38033, -1.13721, 2.63212], [-2.99233, -1.03821, 3.96412], [-4.47033, -0.72821, 4.11812], [-2.73433, -2.21521, 4.68312], [-2.41633, -0.28421, 2.16912], [-2.75433, -1.93021, 1.84712], [-1.33133, -1.40121, 2.76312], [-2.42133, -0.10621, 4.35612], [-5.29933, -1.32921, 3.56812], [-4.64133, 0.36379, 3.71212], [-4.76033, -0.87621, 5.15112], [-1.91733, -2.38121, 4.67612], [4.04467, -2.43121, -0.57688], [5.59867, -2.30221, -0.64188], [6.25967, -2.68221, 0.74512], [7.50567, -2.75521, 0.90812], [5.32367, -3.27521, 1.71612], [3.88767, -3.32521, 1.67412], [3.24867, -2.89721, 0.57512], [1.93267, -2.89421, 0.43312], [3.58767, -1.81621, -1.41588], [6.27767, -2.04821, -1.38488], [5.72367, -3.80221, 2.66712], [3.38667, -3.85921, 2.45212], [3.44067, 4.48479, 0.73312], [3.72267, 3.54779, 1.92012], [3.99067, 2.14079, 1.55512], [4.49867, 1.36179, 2.35112], [3.79067, 1.66979, 0.19512], [3.58067, 2.47279, -0.80388], [3.54167, 3.94979, -0.63388], [3.51967, 4.74179, -1.48388], [3.48567, 5.59179, 0.92412], [3.64567, 3.97079, 3.06312], [3.86767, 0.49279, -0.12588], [3.79467, 2.34679, -1.89788]], "forces_ev_per_a": [[0.6, 2.4, -1.9], [-0.4, -4.4, -3.2], [2.0, 1.3, 4.6], [0.8, -0.7, -0.2], [1.3, -1.1, 0.2], [-3.7, -0.3, 2.7], [0.1, 0.1, 0.1], [1.6, 0.4, 0.5], [-2.9, 0.1, -1.6], [0.6, -0.9, -0.4], [0.5, 1.0, -1.6], [-0.4, 2.0, 0.2], [-6.6, -1.4, -2.6], [0.1, -1.0, -1.0], [-3.0, 1.2, 1.1], [-8.2, -2.4, -4.5], [2.7, 0.7, 0.6], [3.4, -0.6, 0.5], [-0.9, 0.6, 1.3], [0.8, -0.4, 2.3], [0.6, -0.1, -0.3], [1.1, -0.3, -0.8], [1.2, -0.7, -0.5], [9.0, 4.5, 3.9], [1.6, 2.5, -3.0], [1.0, -2.9, -4.7], [5.7, -1.3, -1.3], [-1.0, 2.0, 8.9], [0.6, -0.3, -2.3], [-2.3, 0.3, -0.6], [1.0, -1.9, 4.6], [-1.2, 0.2, 0.0], [-0.8, 2.7, 2.5], [-1.3, -2.6, -0.9], [-2.2, 0.1, 0.3], [-1.1, 1.2, -3.3], [4.7, -1.3, 0.8], [1.0, -1.9, 0.8], [-1.5, -0.1, 1.4], [6.1, -1.9, 5.6], [-0.3, -0.8, 0.0], [-2.3, 1.6, -3.1], [-3.6, 1.5, 1.9], [2.2, 2.0, 1.8], [-2.3, -1.6, -1.9], [0.7, -1.4, -0.9], [1.9, 1.2, 0.4], [-6.6, 2.6, -6.6], [2.5, 0.9, -1.6], [-1.2, 1.9, 0.1], [3.3, -0.6, -2.4], [1.7, -0.1, 4.9], [0.3, 0.0, -1.7], [-1.7, 0.8, 2.3], [0.5, -2.3, 0.8], [-0.5, -0.9, 0.3], [0.3, 0.1, 0.2], [-0.4, 0.0, 0.2], [-2.0, -0.2, 1.2], [-2.7, 0.6, -4.3], [-0.7, 3.4, 0.5], [-1.1, -3.1, -2.1], [4.3, 3.4, 5.8], [1.6, 1.9, 0.0], [0.8, 0.9, -1.4], [0.7, -2.4, 0.2], [0.6, -0.3, 1.3], [-0.5, 0.2, 0.8], [-1.1, -2.2, 0.3], [-3.4, -0.5, -0.5], [0.5, 0.1, -5.0], [-1.6, -1.5, 0.0], [0.1, -6.1, -0.7], [0.0, 1.0, 0.7], [-1.8, 1.3, -2.0], [-10.1, 1.8, 0.9], [-0.1, 5.0, -2.7], [0.1, 1.2, 1.8], [0.2, 0.2, 0.0], [-0.9, -1.4, 0.3], [2.0, 0.4, 0.4], [0.2, -1.9, 1.2], [0.1, 0.6, 0.3], [10.2, -2.1, -0.1], [6.6, 3.0, -2.6], [-6.8, -2.0, 5.5], [2.2, -1.2, -2.4], [-3.7, 0.7, -0.3], [-3.7, -1.2, 3.1], [6.8, -1.5, 3.0], [-6.8, 2.0, -4.9], [5.2, 0.0, 0.7], [-0.1, -1.6, 1.0], [0.5, 0.8, -1.7], [-0.1, 1.2, -1.9], [-0.4, 0.0, 0.3], [2.3, -3.1, 6.8], [-2.1, 5.2, -3.0], [0.5, -0.7, 1.9], [-0.3, 0.4, 0.0], [-0.3, -4.3, -1.6], [1.3, 2.5, -3.1], [-0.8, -1.8, 4.4], [0.2, 2.5, -4.5], [-0.5, -1.3, -0.4], [0.5, -1.4, -3.2], [0.1, 3.0, 1.6], [-0.9, -1.0, 1.0]]}